[1]
Computed, not measured: an isolated molecule of C6H4O, with ωB97M-V/def2-TZVPD.

```
11
Properties=species:S:1:pos:R:3:forces:R:3:nbo_charge:R:1
C -1.68117 2.87692 0.42405 0.154 -0.240 0.133 -0.098
C -1.06574 1.84610 0.52741 -1.083 0.485 -0.059 -0.142
C -1.34507 0.41299 0.55431 -0.308 -0.345 0.148 0.447
O -2.43520 0.05980 0.94872 0.462 -0.274 -0.057 -0.471
C -0.32417 -0.45991 0.06389 0.580 -0.310 -0.043 -0.150
C 0.67463 -1.04814 -0.25491 -0.321 0.228 0.117 0.135
C 1.91781 -1.70002 -0.60963 0.122 -0.076 -0.053 -0.700
H -2.45679 3.59922 0.42264 0.298 0.680 -0.109 0.237
H 1.74396 -2.49367 -1.33904 0.092 0.042 0.068 0.247
H 2.36490 -2.13197 0.29024 0.007 -0.011 -0.158 0.250
H 2.60683 -0.96134 -1.02768 -0.003 -0.178 0.013 0.244
```
Forces are in eV/Å.

Values from the calculation:
spin multiplicity: 1
molecular weight: 92.1 g mol⁻¹
relative energy (zero: lowest compared OMol25 entry of this formula, charge and spin): 2.9547 eV
SMILES string: C#CC(=O)C#CC
HOMO-LUMO gap: 10.0 eV

[2]
Computed, not measured: an isolated molecule of C23H22N2O6, with ωB97M-V/def2-TZVPD.

```
53
Properties=species:S:1:pos:R:3:forces:R:3:nbo_charge:R:1
C -9.77275 -1.17878 1.03538 0.298 0.097 -0.274 -0.634
C -9.22303 -0.95975 -0.36705 -0.580 0.097 0.086 -0.073
O -7.80605 -0.79496 -0.35269 0.315 -0.123 0.001 -0.508
C -7.34200 0.42964 -0.06945 -0.166 0.211 0.006 0.783
O -8.05294 1.38262 0.14506 0.018 -0.102 -0.002 -0.605
C -5.86167 0.48426 -0.06178 0.236 -0.028 0.009 -0.193
C -5.07281 -0.63699 -0.30505 -0.219 0.299 0.060 -0.132
C -3.69577 -0.54559 -0.28656 0.239 -0.129 -0.026 -0.280
C -3.08431 0.67844 -0.02081 -0.446 -0.178 -0.062 0.248
N -1.69920 0.84379 0.00803 0.105 0.425 0.043 -0.616
C -0.71957 -0.09807 -0.13142 0.075 0.181 0.014 0.667
O -0.91010 -1.28181 -0.29725 -0.012 -0.149 0.041 -0.583
C 0.66502 0.47025 -0.04156 0.325 -0.099 0.001 -0.120
C 1.00115 1.69545 -0.61247 0.026 -0.060 0.062 -0.194
C 2.30000 2.18825 -0.54817 0.215 -0.023 0.101 -0.157
C 3.24739 1.42603 0.10217 -0.554 -0.375 0.027 -0.126
C 2.91793 0.19058 0.66603 -0.273 0.502 -0.359 -0.062
C 1.63696 -0.30842 0.59492 0.022 0.060 -0.010 -0.144
C 4.15006 -0.37863 1.27220 0.000 -0.064 0.203 0.672
O 4.29108 -1.40259 1.89191 -0.110 -0.028 -0.042 -0.555
N 5.15058 0.54121 1.00639 0.324 -0.102 0.072 -0.477
C 6.53938 0.34971 1.34567 0.484 -0.066 -0.289 -0.244
C 7.30138 -0.41230 0.24168 0.029 -0.016 0.526 0.098
C 6.81230 -1.85657 0.02182 0.046 0.074 -0.076 -0.452
C 5.98734 -1.75721 -1.26092 0.126 0.212 -0.027 -0.427
C 6.69655 -0.61814 -1.98974 -0.057 -0.291 -0.304 -0.064
O 7.13546 0.27657 -0.98781 -0.042 0.175 0.224 -0.530
C 4.69184 1.67800 0.34906 0.050 0.218 0.019 0.691
O 5.34445 2.65554 0.10235 -0.081 -0.002 -0.068 -0.528
C -3.87396 1.80439 0.22278 0.081 -0.094 -0.018 -0.278
C -5.24709 1.70727 0.20259 -0.129 -0.169 -0.036 -0.133
H -10.84146 -1.36553 0.98268 -0.127 -0.033 0.022 0.216
H -9.59896 -0.29434 1.64330 -0.033 0.040 0.058 0.224
H -9.28430 -2.03078 1.50234 -0.009 -0.091 0.054 0.210
H -9.67922 -0.07141 -0.81658 0.072 -0.200 -0.002 0.199
H -9.40027 -1.83139 -1.00068 0.037 0.135 0.045 0.188
H -5.54621 -1.58386 -0.50967 -0.010 -0.077 -0.017 0.233
H -3.08785 -1.41465 -0.47308 -0.002 -0.003 0.001 0.259
H -1.39674 1.78730 0.21076 0.037 -0.246 -0.004 0.402
H 0.25321 2.26531 -1.14573 -0.070 0.035 -0.038 0.220
H 2.56472 3.13349 -0.99545 0.030 0.095 -0.050 0.237
H 1.37458 -1.26856 1.01125 -0.022 -0.103 0.034 0.251
H 6.98134 1.34309 1.45201 -0.060 -0.103 0.080 0.237
H 6.60184 -0.20079 2.28666 0.012 0.087 -0.041 0.225
H 8.36507 -0.39655 0.52109 -0.144 -0.018 -0.021 0.182
H 6.23342 -2.22398 0.86508 0.067 -0.043 0.018 0.244
H 7.66636 -2.51651 -0.13132 0.010 -0.009 0.002 0.212
H 5.98725 -2.67948 -1.83655 -0.060 -0.040 -0.025 0.221
H 4.95440 -1.48485 -1.03765 -0.030 -0.021 -0.051 0.197
H 7.56323 -1.00088 -2.54853 -0.105 0.031 -0.006 0.162
H 6.05226 -0.06249 -2.67396 0.056 -0.055 -0.001 0.191
H -3.40176 2.75512 0.42888 0.041 0.100 0.023 0.207
H -5.86854 2.56954 0.38982 -0.037 0.069 0.016 0.239
```
Forces are in eV/Å.

Values from the calculation:
spin multiplicity: 1
molecular weight: 422.4 g mol⁻¹
relative energy (zero: lowest compared OMol25 entry of this formula, charge and spin): 0.0000 eV
SMILES string: CCOC(=O)c1ccc(NC(=O)c2ccc3c(c2)C(=O)N(C[C@H]2CCCO2)C3=O)cc1
HOMO-LUMO gap: 8.2 eV

[3]
Computed, not measured: a structure of composition C23H41BGeN6Pd, with ωB97M-V/def2-TZVPD.

```
73
Properties=species:S:1:pos:R:3:forces:R:3:lowdin_charge:R:1
Pd 0.22016 -0.34826 0.36043 0.021 0.064 -0.161 0.973
C 1.62874 -3.68358 -1.12308 -0.003 -0.011 -0.003 -0.007
C 2.33272 -2.71069 -0.24224 -0.001 0.060 -0.013 -0.305
C 3.68758 -2.60717 0.06548 -0.012 -0.035 -0.027 0.051
C 3.82365 -1.51436 0.90550 0.005 0.042 0.022 -0.246
C 5.06096 -0.98147 1.54215 -0.010 -0.002 -0.010 0.004
N 2.60285 -0.97387 1.10170 -0.010 0.016 0.006 0.033
N 1.68171 -1.74174 0.39888 0.055 -0.049 0.091 -0.040
B 2.18021 0.13113 2.16837 -0.040 -0.039 0.030 -0.444
N 1.02258 -0.50180 2.96818 0.058 0.045 0.012 0.039
N -0.06227 -0.81617 2.23395 -0.039 -0.030 0.033 -0.054
C -1.00944 -1.33776 3.01367 0.032 0.009 0.018 -0.277
C -2.31371 -1.81895 2.48512 -0.009 0.004 -0.005 0.004
C -0.50133 -1.34994 4.31321 0.025 -0.002 -0.011 0.060
C 0.78093 -0.81720 4.25202 -0.054 -0.029 -0.030 -0.224
C 1.77942 -0.59057 5.33204 -0.001 0.004 -0.007 0.013
N 1.57843 1.48463 1.57472 0.004 -0.058 -0.056 0.035
N 0.30435 1.56179 1.03034 -0.087 -0.041 0.084 -0.032
C -0.05119 2.83853 0.94167 0.025 0.031 -0.015 -0.304
C -1.38053 3.26188 0.42156 0.007 0.016 -0.004 -0.005
C 0.99580 3.62086 1.43069 0.009 0.008 -0.009 0.051
C 1.99436 2.74644 1.81984 0.084 0.015 0.037 -0.247
C 3.31571 3.05660 2.43667 -0.033 0.043 -0.023 0.004
H 2.32144 -4.44665 -1.46850 -0.002 -0.003 0.001 0.094
H 1.21740 -3.18912 -2.00585 -0.009 -0.008 0.001 0.072
H 0.81631 -4.17734 -0.58966 -0.008 0.012 0.002 0.090
H 4.47532 -3.25806 -0.27349 0.001 -0.003 0.001 0.131
H 5.92795 -1.49743 1.13741 0.000 0.001 -0.002 0.096
H 5.04611 -1.13582 2.62118 -0.006 -0.002 0.001 0.096
H 5.17575 0.08558 1.35526 0.007 -0.002 0.000 0.087
H 3.11799 0.38823 2.84481 -0.004 0.019 -0.008 0.119
H -2.53459 -1.35963 1.51947 -0.001 -0.006 0.007 0.038
H -3.12134 -1.57010 3.17077 0.002 0.001 -0.003 0.100
H -2.30400 -2.90209 2.35904 0.003 -0.003 -0.005 0.100
H -1.00793 -1.70858 5.19276 0.003 0.000 0.009 0.132
H 1.38054 -0.93825 6.28129 -0.002 0.000 0.001 0.096
H 2.01763 0.46891 5.42777 0.002 0.000 0.002 0.095
H 2.70423 -1.13058 5.12979 0.002 -0.001 0.001 0.095
H -2.02064 2.39793 0.24635 -0.014 -0.023 -0.013 0.058
H -1.28213 3.82977 -0.50437 0.009 0.001 0.006 0.089
H -1.87530 3.90902 1.14482 -0.005 -0.009 0.006 0.101
H 1.01657 4.69476 1.50377 0.007 0.006 0.012 0.131
H 3.49455 4.12813 2.39011 -0.006 -0.002 0.003 0.096
H 4.12784 2.55111 1.91622 -0.001 -0.012 0.001 0.087
H 3.34153 2.75376 3.48342 0.003 -0.009 0.004 0.094
C -0.99025 2.92333 -4.47868 -0.011 0.003 0.007 -0.081
C -0.91091 1.52336 -3.88452 -0.023 -0.009 -0.006 -0.268
C -0.03918 1.48251 -2.63601 0.001 -0.016 0.047 -0.262
C 0.10806 0.06830 -2.06822 0.019 -0.001 -0.030 -0.339
Ge -1.55292 -0.77277 -1.42940 0.022 -0.019 0.022 1.061
C -3.25759 0.08070 -1.13415 -0.071 -0.022 -0.047 -0.310
C -4.25187 -0.81512 -1.88571 0.022 0.017 -0.008 -0.280
C -3.82587 -0.99768 -3.33948 0.052 0.015 0.009 -0.301
C -4.61797 -2.05577 -4.08749 -0.011 -0.004 0.013 -0.076
H -1.62593 2.94017 -5.36199 0.001 -0.004 -0.002 0.085
H -0.00190 3.27660 -4.77384 0.002 0.002 0.001 0.086
H -1.40035 3.63337 -3.75816 0.001 0.004 -0.003 0.079
H -0.51656 0.82354 -4.62749 0.001 0.002 0.000 0.124
H -1.92211 1.17579 -3.63742 0.010 -0.012 -0.007 0.076
H -0.44496 2.14700 -1.87007 0.001 0.004 -0.009 0.087
H 0.95773 1.85920 -2.87660 -0.004 0.006 0.012 0.133
H 0.98732 0.07128 -1.35785 0.013 0.014 -0.017 0.054
H 0.49491 -0.64642 -2.80415 -0.007 -0.007 0.017 0.095
H -1.54112 -2.30019 -1.40290 -0.001 -0.019 0.004 0.008
H -3.22518 1.09595 -1.53255 0.000 -0.003 -0.005 0.079
H -3.46047 0.14023 -0.06315 0.015 0.015 0.005 0.070
H -5.24982 -0.37744 -1.83947 -0.008 0.003 -0.001 0.134
H -4.31832 -1.79089 -1.39532 0.002 0.007 0.008 0.115
H -2.74052 -1.28262 -3.37918 -0.031 0.003 0.006 0.073
H -3.87297 -0.03898 -3.86184 0.004 0.010 0.003 0.117
H -4.52938 -3.03007 -3.60594 -0.003 -0.001 -0.001 0.085
H -4.28458 -2.15089 -5.11907 0.004 0.006 0.001 0.086
H -5.67419 -1.78439 -4.10259 -0.007 -0.005 -0.003 0.093
```
Forces are in eV/Å.

Values from the calculation:
spin multiplicity: 1
molecular weight: 591.5 g mol⁻¹
relative energy (zero: lowest compared OMol25 entry of this formula, charge and spin): 0.0251 eV
HOMO-LUMO gap: 6.8 eV
net charge: +2

[4]
Computed, not measured: a structure of composition C23H26N2O5P2PdS3, with ωB97M-V/def2-TZVPD.

```
62
Properties=species:S:1:pos:R:3:forces:R:3:nbo_charge:R:1
Pd -0.64492 1.58592 -0.11841 -0.125 -0.368 0.396 0.350
C 1.85668 -0.46963 -0.46911 -0.037 -0.017 -0.041 -0.966
P 1.54142 1.27254 -0.08798 0.159 0.264 -0.101 1.243
C 2.58236 2.19020 -1.23186 0.105 -0.114 0.032 -0.991
C 2.19031 1.55812 1.57182 0.068 0.052 -0.072 -0.427
C 3.52862 1.82726 1.84129 0.016 -0.010 0.022 -0.172
C 3.93229 2.02026 3.15202 0.007 -0.018 -0.034 -0.182
C 3.00969 1.93019 4.18652 -0.020 -0.003 0.022 -0.199
C 1.67898 1.65473 3.91661 -0.003 -0.002 0.021 -0.138
C 1.26208 1.48437 2.60083 -0.007 -0.026 0.025 -0.256
P -0.46628 1.14672 2.13938 0.003 -0.054 0.011 1.070
C -1.43174 2.31325 3.10585 -0.294 0.126 0.002 -0.975
C -0.77832 -0.48302 2.84220 -0.018 -0.088 -0.051 -0.967
H 2.91501 -0.68576 -0.31471 -0.003 -0.019 -0.011 0.246
H 1.58595 -0.65582 -1.50855 -0.010 -0.011 0.006 0.262
H 1.24902 -1.11259 0.16580 0.027 0.005 0.020 0.253
H 3.62116 1.88357 -1.09861 -0.004 -0.006 0.012 0.238
H 2.47235 3.26010 -1.06313 0.042 -0.037 -0.006 0.301
H 2.26010 1.96680 -2.24638 0.023 0.003 -0.008 0.273
H 4.25313 1.90334 1.04104 -0.012 0.011 0.007 0.220
H 4.96765 2.24701 3.36783 -0.002 0.005 0.002 0.227
H 3.32790 2.08568 5.20872 0.004 0.001 0.001 0.227
H 0.96910 1.59264 4.73188 -0.015 0.005 0.003 0.214
H -1.14609 3.32990 2.83256 0.054 0.013 -0.003 0.248
H -1.23852 2.14339 4.16594 0.003 0.011 0.013 0.250
H -2.50943 2.18329 2.94376 0.103 -0.046 -0.019 0.316
H -0.41230 -0.49104 3.87006 0.001 -0.013 0.000 0.248
H -0.26974 -1.25456 2.26352 0.012 0.027 0.017 0.238
H -1.84898 -0.66830 2.86452 -0.142 0.000 0.050 0.307
O 1.07559 7.19192 -0.31984 0.019 -0.023 -0.008 -0.902
S 0.90642 5.84921 0.13588 -0.040 0.046 -0.028 2.281
O 1.81786 5.30198 1.10195 0.027 -0.013 0.006 -0.932
N 0.87276 4.78132 -1.15297 -0.024 0.062 0.071 -0.720
C -0.23530 4.13066 -1.17605 -0.111 0.123 -0.094 0.154
S -0.50471 2.74297 -2.20911 -0.122 0.017 -0.105 -0.239
C -1.27429 4.57384 -0.19076 0.040 0.004 0.057 -0.166
C -2.57814 4.13387 -0.02685 0.028 0.034 -0.028 -0.198
C -3.33125 4.66014 1.02098 0.014 -0.020 -0.036 -0.176
C -2.79476 5.63555 1.85307 0.011 -0.006 0.041 -0.184
C -1.49638 6.10634 1.66926 0.033 -0.011 0.009 -0.200
C -0.76010 5.54997 0.64586 -0.052 -0.066 0.003 -0.253
H -2.99603 3.41694 -0.72112 -0.018 0.016 0.020 0.234
H -4.33610 4.30174 1.20964 0.028 -0.017 -0.044 0.252
H -3.39793 6.02880 2.66045 0.008 0.007 -0.001 0.233
H -1.07919 6.87020 2.31183 -0.001 0.003 -0.005 0.238
N -1.71682 -1.06984 -1.99139 -0.137 -0.053 -0.107 -0.812
C -2.52061 -0.72535 -0.89734 0.015 -0.137 -0.018 0.182
C -2.95825 -1.69667 0.00492 0.020 0.062 0.050 -0.278
C -3.70753 -1.33531 1.11518 0.081 0.070 0.026 -0.133
C -4.02184 -0.00140 1.36630 -0.006 -0.222 0.075 -0.371
C -3.64053 0.94989 0.45051 0.112 0.297 0.015 -0.181
C -2.88582 0.61018 -0.67050 0.248 0.017 -0.416 -0.371
S -4.75742 0.52045 2.91624 0.039 0.391 0.031 2.425
O -4.72584 1.98244 2.80728 0.037 -0.208 0.040 -1.038
O -6.07409 -0.06118 2.97597 -0.021 -0.118 -0.037 -0.977
O -3.80002 0.00004 3.88925 0.060 -0.019 -0.019 -1.032
H -1.78753 -0.43608 -2.77636 0.017 0.061 0.103 0.383
H -1.85170 -2.01932 -2.30980 0.048 0.003 0.086 0.382
H -2.70419 -2.73636 -0.16759 -0.019 -0.008 0.008 0.213
H -4.02676 -2.08808 1.82602 -0.006 -0.021 -0.018 0.243
H -3.92985 1.97376 0.63443 -0.038 -0.006 0.017 0.249
H -2.68474 1.33071 -1.45923 -0.227 0.046 -0.009 0.237
```
Forces are in eV/Å.

Values from the calculation:
spin multiplicity: 1
molecular weight: 675.0 g mol⁻¹
relative energy (zero: lowest compared OMol25 entry of this formula, charge and spin): 0.4401 eV
HOMO-LUMO gap: 6.9 eV

[5]
Computed, not measured: a structure of composition H18NeO9Xe, with ωB97M-V/def2-TZVPD.

```
29
Properties=species:S:1:pos:R:3:forces:R:3:nbo_charge:R:1
Ne 16.61921 -5.78077 7.50981 -0.002 -0.192 -0.297 0.000
Xe 12.96391 -6.23887 6.48653 -0.008 -0.018 -0.030 0.002
O 13.82665 -3.54431 9.08555 -0.552 -0.094 0.570 -0.975
H 14.06630 -3.42803 8.16616 0.482 0.130 -0.639 0.492
H 12.87094 -3.49140 9.09298 -0.215 0.004 0.235 0.472
O 14.49620 -8.17819 9.25036 0.288 -0.224 -0.235 -0.952
H 14.09368 -7.31408 9.33714 -0.117 0.388 -0.007 0.484
H 14.05031 -8.71735 9.90359 -0.138 -0.174 0.207 0.477
O 16.40028 -4.28125 9.52333 0.426 0.423 0.027 -0.984
H 16.49237 -5.09537 10.01828 0.134 -0.368 0.247 0.479
H 15.47599 -4.04915 9.61296 -0.302 0.162 0.132 0.480
O 16.51765 -6.87259 10.78364 0.168 0.125 0.392 -0.955
H 16.25118 -7.45999 10.07641 -0.409 -0.281 -0.472 0.494
H 17.35872 -7.22021 11.08028 0.223 0.141 0.232 0.464
O 18.01760 -9.01967 8.75256 -0.036 0.063 -0.027 -0.942
H 18.41039 -8.67939 9.55640 0.283 0.106 0.096 0.472
H 17.32455 -9.60703 9.05407 -0.269 -0.230 -0.059 0.480
O 18.51044 -7.72165 6.26717 0.303 0.196 -0.451 -0.961
H 18.10109 -8.02334 7.07812 -0.050 -0.267 0.491 0.491
H 17.80462 -7.28548 5.78989 -0.137 0.123 -0.138 0.461
O 14.56087 -2.93722 6.47704 0.021 -0.119 0.196 -0.942
H 13.74827 -3.26484 6.09159 -0.201 -0.195 -0.424 0.483
H 14.43967 -1.98880 6.52238 0.055 0.471 0.028 0.489
O 17.08839 -2.80413 4.98979 -0.071 0.197 -0.464 -0.970
H 16.35168 -2.84388 5.59965 -0.258 -0.147 0.152 0.476
H 17.70051 -3.46702 5.30936 0.414 -0.048 0.366 0.480
O 19.55355 -4.33635 5.74727 -0.130 0.334 -0.055 -0.946
H 19.32114 -4.74127 4.91166 0.132 -0.199 -0.301 0.467
H 19.82531 -5.06814 6.30121 -0.031 -0.310 0.227 0.486
```
Forces are in eV/Å.

Values from the calculation:
spin multiplicity: 1
molecular weight: 313.6 g mol⁻¹
relative energy (zero: lowest compared OMol25 entry of this formula, charge and spin): 0.3174 eV
HOMO-LUMO gap: 10.0 eV